1.
DFT (the ωB97M-V functional and the def2-TZVPD basis) results for C20H24Cl2O2Tc as an isolated structure.

Each line ends with the natural charge from an NBO analysis.
CARTESIAN COORDINATES (ANGSTROEM)
1 C -0.123 -1.576 -2.041  -0.1703
2 C 0.782 -0.470 -2.329  -0.0217
3 C -0.033 0.696 -2.573  -0.0729
4 C 2.205 -0.686 -2.750  -0.6384
5 C -1.397 0.302 -2.581  -0.0373
6 C -1.464 -1.089 -2.332  -0.0509
7 C -2.682 -1.923 -2.361  -0.6322
8 C 0.296 -2.995 -2.153  -0.6301
9 C 0.435 2.073 -2.843  -0.6394
10 C -2.564 1.214 -2.748  -0.6230
11 Tc 0.103 -0.670 -0.020  0.9820
12 Cl 1.757 0.927 -0.374  -0.4370
13 Cl 1.964 -1.900 0.655  -0.4566
14 O -1.658 0.340 0.141  -1.0324
15 H 2.492 -1.740 -2.684  0.2072
16 H 2.940 -0.096 -2.178  0.2321
17 H 2.325 -0.417 -3.808  0.1807
18 H 1.372 2.290 -2.318  0.2368
19 H -0.288 2.833 -2.520  0.1929
20 H 0.601 2.231 -3.915  0.1747
21 H -2.351 2.224 -2.361  0.2009
22 H -3.435 0.822 -2.203  0.2078
23 H -2.863 1.320 -3.804  0.1779
24 H -3.526 -1.390 -1.892  0.1964
25 H -2.488 -2.853 -1.805  0.2257
26 H -2.995 -2.214 -3.380  0.1757
27 H 1.318 -3.134 -1.793  0.2260
28 H 0.238 -3.305 -3.204  0.1719
29 H -0.361 -3.631 -1.555  0.2303
30 H -1.822 1.164 0.647  0.4595
31 O -1.026 -2.237 0.395  -0.9678
32 H -1.883 -1.817 0.601  0.4543
33 C 2.739 2.509 3.831  -0.2320
34 C 2.519 2.335 2.451  -0.2734
35 C 1.420 1.596 2.095  -0.1256
36 C 0.729 0.714 2.886  -0.1538
37 C -0.078 -0.303 2.273  0.0358
38 C -0.966 -0.914 3.124  -0.3244
39 C -1.005 -0.581 4.527  -0.2129
40 C -0.112 0.306 5.108  -0.2584
41 C 0.834 0.955 4.287  -0.0599
42 C 1.855 1.854 4.718  -0.2625
43 H 3.560 3.155 4.177  0.1815
44 H 3.155 2.732 1.656  0.2034
45 H 1.052 1.553 1.084  0.2287
46 H -1.675 -1.670 2.771  0.2037
47 H -1.746 -1.074 5.145  0.1762
48 H -0.120 0.518 6.168  0.1754
49 H 1.966 2.025 5.784  0.1754

Calculated values
spin multiplicity = 4
E = -52466.6679 eV
HOMO (alpha / beta) = -0.02 / -0.17 eV
energy relative to the best compared isomer or geometry (same formula, charge and spin) = 44.4 kJ/mol
total charge = -2
<S²> = 3.796
orbital gap (alpha / beta) = 5.4 / 5.6 eV


2.
DFT (the ωB97M-V functional and the def2-TZVPD basis) results for an isolated ion of composition C20H24ClFNO2 and charge +1.

Each line ends with the natural charge from an NBO analysis.
CARTESIAN COORDINATES (ANGSTROEM)
1 C -1.882 -0.708 -2.408  -0.2467
2 H -2.301 -1.103 -1.480  0.1903
3 H -2.074 -1.410 -3.219  0.2007
4 H -2.342 0.253 -2.636  0.1967
5 O -0.470 -0.611 -2.347  -0.4955
6 C 0.176 0.239 -1.533  0.3764
7 C 1.566 0.178 -1.656  -0.2668
8 C 2.402 0.989 -0.910  -0.0817
9 C 1.846 1.886 -0.009  -0.3120
10 C 0.470 1.967 0.124  0.0313
11 C -0.399 1.146 -0.609  0.1749
12 O -1.746 1.231 -0.534  -0.5127
13 C -2.404 1.241 0.744  -0.0806
14 C -3.512 0.223 0.683  -0.0820
15 C -3.321 -1.060 1.182  -0.1824
16 C -4.319 -2.012 1.083  -0.2783
17 C -5.510 -1.664 0.469  0.4052
18 C -5.725 -0.396 -0.042  -0.2605
19 C -4.717 0.544 0.068  -0.1822
20 H -4.866 1.537 -0.326  0.2220
21 H -6.666 -0.160 -0.511  0.2381
22 F -6.481 -2.586 0.365  -0.3119
23 H -4.188 -3.009 1.474  0.2365
24 H -2.387 -1.318 1.662  0.2115
25 H -2.814 2.241 0.917  0.2058
26 H -1.699 0.990 1.540  0.1914
27 Cl -0.145 3.187 1.190  0.0296
28 H 2.460 2.567 0.560  0.2223
29 C 3.896 0.906 -1.051  -0.2356
30 H 4.325 1.906 -1.140  0.2385
31 H 4.167 0.324 -1.932  0.2366
32 N 4.482 0.255 0.160  -0.5012
33 H 4.102 0.741 0.981  0.4394
34 H 5.503 0.354 0.169  0.4339
35 C 4.181 -1.208 0.290  -0.0550
36 C 5.154 -2.011 -0.565  -0.4317
37 H 5.290 -1.606 -1.565  0.2226
38 H 4.765 -3.022 -0.671  0.2446
39 C 6.459 -2.026 0.247  -0.4256
40 H 6.988 -2.965 0.107  0.2458
41 H 7.135 -1.235 -0.081  0.2034
42 C 6.043 -1.825 1.718  -0.4239
43 H 6.338 -2.672 2.332  0.2422
44 H 6.524 -0.944 2.144  0.2091
45 C 4.515 -1.669 1.705  -0.4250
46 H 4.038 -2.633 1.875  0.2430
47 H 4.154 -0.986 2.474  0.2203
48 H 3.133 -1.347 0.022  0.2493
49 H 1.960 -0.523 -2.376  0.2299

Calculated values
spin multiplicity = 1
E = -41947.8711 eV
HOMO = -11.26 eV
energy relative to the best compared isomer or geometry (same formula, charge and spin) = 0.0 kJ/mol
total charge = +1
SMILES = COc1cc(C[NH2+]C2CCCC2)cc(Cl)c1OCc1ccc(F)cc1
orbital gap = 8.4 eV


3.
DFT (the ωB97M-V functional and the def2-TZVPD basis) results for an isolated molecule of C20H24FN3O2S.

Each line ends with the natural charge from an NBO analysis.
CARTESIAN COORDINATES (ANGSTROEM)
1 C -7.983 -0.311 -1.322  -0.6596
2 C -6.855 0.199 -0.511  0.0961
3 N -5.818 0.791 -0.981  -0.4664
4 C -4.938 1.161 -0.009  0.1049
5 C -5.317 0.827 1.253  -0.4265
6 S -6.840 0.030 1.238  0.3825
7 H -4.793 1.004 2.170  0.2509
8 C -3.651 1.825 -0.387  -0.2513
9 N -2.635 0.833 -0.709  -0.4256
10 C -1.635 0.629 0.175  0.7031
11 O -1.572 1.237 1.229  -0.6467
12 C -0.588 -0.418 -0.198  -0.3235
13 C 0.748 -0.030 0.428  -0.1886
14 N 1.729 -1.092 0.370  -0.4399
15 C 1.477 -2.400 0.149  0.6821
16 O 2.373 -3.225 0.104  -0.6434
17 C 0.031 -2.811 -0.074  -0.4920
18 C -0.987 -1.778 0.379  -0.3896
19 H -0.998 -1.705 1.469  0.2175
20 H -1.989 -2.069 0.056  0.2132
21 H -0.115 -3.763 0.440  0.2422
22 H -0.078 -3.006 -1.145  0.2241
23 C 3.102 -0.695 0.605  -0.2043
24 H 3.115 0.144 1.304  0.1989
25 H 3.621 -1.546 1.053  0.2380
26 C 3.815 -0.314 -0.703  -0.4287
27 C 5.249 0.029 -0.429  0.0074
28 C 5.644 1.350 -0.273  -0.2941
29 C 6.966 1.631 0.013  0.4106
30 C 7.915 0.637 0.157  -0.2964
31 C 7.512 -0.680 0.006  -0.1811
32 C 6.194 -0.981 -0.282  -0.2269
33 H 5.887 -2.009 -0.399  0.2202
34 H 8.236 -1.474 0.114  0.2170
35 H 8.938 0.896 0.379  0.2289
36 F 7.341 2.922 0.156  -0.3278
37 H 4.939 2.162 -0.377  0.2238
38 H 3.305 0.533 -1.167  0.2032
39 H 3.758 -1.171 -1.377  0.2286
40 H 1.155 0.845 -0.091  0.1986
41 H 0.570 0.258 1.473  0.2193
42 H -0.477 -0.491 -1.282  0.2145
43 C -2.820 0.126 -1.956  -0.4229
44 H -2.165 0.525 -2.737  0.1952
45 H -3.855 0.258 -2.267  0.2404
46 H -2.635 -0.941 -1.845  0.2026
47 H -3.811 2.465 -1.259  0.2121
48 H -3.274 2.414 0.450  0.2565
49 H -7.798 -0.098 -2.371  0.2410
50 H -8.095 -1.386 -1.186  0.2304
51 H -8.914 0.165 -1.017  0.2316

Calculated values
spin multiplicity = 1
E = -43249.0396 eV
HOMO = -8.95 eV
energy relative to the best compared isomer or geometry (same formula, charge and spin) = 37.1 kJ/mol
SMILES = Cc1nc(CN(C)C(=O)[C@@H]2CCC(=O)N(CCc3cccc(F)c3)C2)cs1
orbital gap = 9.5 eV


4.
DFT (the ωB97M-V functional and the def2-TZVPD basis) results for an isolated molecule of C20H24N2O2.

Each line ends with the natural charge from an NBO analysis.
CARTESIAN COORDINATES (ANGSTROEM)
1 O 2.643 -5.152 -2.287  -0.6473
2 O 1.300 -4.696 -4.128  -0.4823
3 C 1.537 -5.076 -2.832  0.8851
4 C 0.125 1.035 1.449  -0.2303
5 C -2.237 0.427 1.255  -0.2302
6 C -1.343 -2.366 1.082  -0.2335
7 C 0.734 -1.620 0.116  -0.2206
8 C -0.220 2.341 1.817  -0.1896
9 C -2.562 1.744 1.578  -0.1991
10 C -1.061 -3.666 0.658  -0.1964
11 C 1.054 -2.958 -0.242  -0.2029
12 C -0.859 0.065 1.166  0.0172
13 C -0.488 -1.300 0.770  0.0228
14 C -1.574 2.725 1.876  -0.0341
15 C 0.133 -3.961 -0.043  -0.0531
16 N -1.204 4.445 3.606  -0.4649
17 N 0.388 -5.183 -2.075  -0.4522
18 C -0.831 5.832 3.795  -0.3949
19 C -1.477 3.668 4.846  -0.4140
20 C -1.978 4.068 2.370  -0.2391
21 C 0.386 -5.334 -0.626  -0.2309
22 C -0.343 -2.931 -4.593  -0.6327
23 C -0.734 -4.838 -2.928  -0.2355
24 C -0.115 -4.419 -4.262  0.0903
25 H 1.155 0.756 1.373  0.2123
26 H -3.039 -0.284 1.050  0.2150
27 H -2.261 -2.266 1.617  0.2115
28 H 1.385 -0.827 -0.177  0.2125
29 H 0.533 3.100 2.081  0.2269
30 H -3.600 1.994 1.747  0.2059
31 H -1.779 -4.464 0.794  0.2064
32 H 1.959 -3.252 -0.769  0.2392
33 H -0.019 5.926 4.518  0.1988
34 H -1.671 6.467 4.082  0.1613
35 H -0.407 6.227 2.819  0.1936
36 H -0.821 3.979 5.667  0.2046
37 H -2.515 3.803 5.171  0.1667
38 H -1.262 2.610 4.702  0.2065
39 H -3.032 4.106 2.637  0.1814
40 H -1.785 4.750 1.511  0.2175
41 H 1.336 -5.743 -0.256  0.2567
42 H -0.417 -6.082 -0.417  0.2046
43 H 0.141 -2.751 -5.556  0.2210
44 H -1.382 -2.610 -4.664  0.2206
45 H 0.140 -2.275 -3.861  0.2202
46 H -1.307 -4.009 -2.434  0.2044
47 H -1.418 -5.691 -3.080  0.1920
48 H -0.570 -5.000 -5.095  0.1886

Calculated values
spin multiplicity = 1
E = -28204.4112 eV
HOMO = -8.04 eV
energy relative to the best compared isomer or geometry (same formula, charge and spin) = 222.4 kJ/mol
SMILES = C[C@@H]1CN(Cc2ccc(-c3ccc(CN(C)C)cc3)cc2)C(=O)O1
orbital gap = 8.7 eV


5.
DFT (the ωB97M-V functional and the def2-TZVPD basis) results for an isolated molecule of C20H24N2O2S.

Each line ends with the natural charge from an NBO analysis.
CARTESIAN COORDINATES (ANGSTROEM)
1 O 1.983 -0.939 0.611  -0.6087
2 C 0.875 -1.167 0.160  0.6462
3 N -0.134 -0.255 0.064  -0.5836
4 C -0.137 1.093 0.430  0.1180
5 C 0.962 1.737 0.985  -0.2304
6 C 0.888 3.073 1.329  -0.2097
7 C -0.275 3.817 1.124  0.1494
8 C -1.372 3.159 0.556  -0.2363
9 C -1.305 1.825 0.221  -0.2145
10 H -2.167 1.342 -0.218  0.2033
11 H -2.282 3.703 0.356  0.2111
12 N -0.358 5.181 1.394  -0.4423
13 C -1.488 5.682 2.154  -0.2389
14 H -2.392 5.131 1.899  0.2112
15 C -1.678 7.167 1.842  -0.0728
16 O -0.518 7.900 2.156  -0.5212
17 C 0.585 7.408 1.433  -0.0701
18 C 0.842 5.924 1.717  -0.2465
19 H 1.661 5.586 1.082  0.2150
20 H 1.125 5.803 2.776  0.1760
21 H 1.443 8.010 1.737  0.1940
22 H 0.410 7.539 0.354  0.1651
23 H -2.482 7.590 2.447  0.1935
24 H -1.919 7.287 0.775  0.1644
25 H -1.302 5.570 3.235  0.1773
26 H 1.756 3.530 1.777  0.2077
27 H 1.870 1.185 1.156  0.2547
28 H -1.006 -0.581 -0.332  0.3937
29 C 0.524 -2.505 -0.338  -0.3082
30 C 1.360 -3.586 -0.348  -0.1718
31 C 0.775 -4.759 -0.871  -0.0911
32 C -0.518 -4.569 -1.269  -0.1364
33 S -1.027 -2.933 -0.999  0.4000
34 C -1.484 -5.532 -1.877  -0.4455
35 C -0.826 -6.684 -2.653  -0.3952
36 C 0.474 -6.265 -3.343  -0.4064
37 C 1.711 -6.466 -2.459  -0.3819
38 C 1.488 -6.068 -0.994  -0.4217
39 H 2.453 -6.002 -0.489  0.2221
40 H 0.904 -6.840 -0.488  0.2091
41 H 2.533 -5.879 -2.872  0.2071
42 H 2.009 -7.516 -2.485  0.2017
43 H 0.611 -6.848 -4.256  0.2133
44 H 0.398 -5.217 -3.637  0.2043
45 H -0.627 -7.525 -1.988  0.1988
46 H -1.542 -7.031 -3.400  0.2151
47 H -2.130 -5.941 -1.092  0.2235
48 H -2.131 -4.967 -2.554  0.2173
49 H 2.369 -3.526 0.019  0.2401

Calculated values
spin multiplicity = 1
E = -39040.3327 eV
HOMO = -7.42 eV
energy relative to the best compared isomer or geometry (same formula, charge and spin) = 152.8 kJ/mol
SMILES = O=C(Nc1ccc(N2CCOCC2)cc1)c1cc2c(s1)CCCCC2
orbital gap = 7.9 eV